The following is a quantum chemistry calculation of C25H28FN3O2S in the gas phase, from the OMol25 dataset.

Output
M   453.58 g mol⁻¹
Total charge   0
Frontier orbital gap   8.1 eV
Multiplicity   1
Electronic energy   -1782.24015 Eh
LUMO energy   0.5451 eV

Cartesian coordinates (Å):
C -4.393 -4.367 1.129
C -4.200 -2.995 0.560
C -5.119 -2.449 -0.328
C -4.929 -1.179 -0.847
C -3.813 -0.457 -0.475
C -2.884 -0.973 0.408
C -3.085 -2.242 0.922
H -2.372 -2.662 1.618
H -2.025 -0.373 0.671
S -3.558 1.165 -1.173
O -4.843 1.768 -1.396
O -2.651 1.071 -2.284
N -2.771 1.966 0.067
H -3.424 2.446 0.662
C -1.544 2.675 -0.221
H -1.348 2.528 -1.282
H -1.652 3.748 -0.038
C -0.371 2.160 0.632
N -0.096 0.737 0.399
C 0.338 0.388 -0.946
C 0.443 -1.137 -1.059
N 1.355 -1.699 -0.086
C 2.709 -1.818 -0.359
C 3.535 -2.523 0.529
C 4.874 -2.721 0.268
C 5.414 -2.223 -0.903
C 4.631 -1.539 -1.812
C 3.292 -1.338 -1.538
H 2.707 -0.788 -2.257
H 5.071 -1.161 -2.722
F 6.730 -2.414 -1.164
H 5.499 -3.265 0.959
H 3.120 -2.945 1.431
C 0.919 -1.327 1.242
C 0.838 0.199 1.374
H 1.853 0.615 1.247
H 0.484 0.454 2.377
H -0.072 -1.760 1.406
H 1.601 -1.712 1.997
H -0.544 -1.570 -0.865
H 0.743 -1.426 -2.065
H 1.316 0.839 -1.182
H -0.408 0.728 -1.664
C 0.850 3.043 0.461
C 1.292 3.456 -0.792
C 2.446 4.210 -0.919
C 3.178 4.564 0.201
C 2.745 4.165 1.453
C 1.592 3.410 1.579
H 1.260 3.105 2.562
H 3.305 4.440 2.335
H 4.078 5.151 0.099
H 2.774 4.522 -1.899
H 0.732 3.198 -1.677
H -0.692 2.217 1.681
H -5.635 -0.734 -1.530
H -5.990 -3.020 -0.615
H -5.307 -4.819 0.756
H -3.553 -5.007 0.862
H -4.443 -4.323 2.216